{"formula": "C32H30As2IrN9O", "method": "ωB97M-V/def2-TZVPD", "lumo_energy_ev": -6.88, "homo_energy_ev": -13.3, "charge": 2, "e_tot_ha": -6380.93220, "de_lowest_kcal_mol": 0.0, "species": ["Ir", "C", "C", "N", "C", "C", "N", "C", "C", "C", "C", "C", "N", "C", "C", "N", "C", "C", "N", "C", "C", "C", "N", "C", "C", "H", "H", "H", "H", "H", "H", "H", "H", "H", "H", "H", "H", "C", "As", "C", "C", "C", "C", "C", "C", "C", "As", "C", "C", "H", "H", "H", "H", "H", "H", "H", "H", "H", "H", "H", "H", "H", "H", "H", "H", "N", "C", "O", "C", "C", "N", "C", "N", "H", "H"], "xyz": [[1.028, -0.207, 0.084], [2.761, -4.233, 0.054], [2.654, -2.850, 0.138], [1.470, -2.249, 0.076], [0.375, -3.031, -0.113], [0.520, -4.408, -0.186], [1.700, -5.009, -0.093], [-0.915, -2.330, -0.303], [-2.141, -2.896, -0.595], [-3.232, -2.063, -0.866], [-3.047, -0.679, -0.836], [-1.802, -0.166, -0.526], [-0.794, -0.999, -0.247], [-1.404, 1.256, -0.504], [-2.251, 2.295, -0.828], [-1.848, 3.566, -0.862], [-0.583, 3.802, -0.588], [0.309, 2.778, -0.259], [-0.097, 1.519, -0.200], [-4.543, -2.638, -1.211], [-5.315, -2.091, -2.229], [-6.539, -2.678, -2.520], [-7.019, -3.731, -1.866], [-6.277, -4.248, -0.892], [-5.034, -3.747, -0.532], [3.731, -4.710, 0.108], [3.526, -2.224, 0.251], [-0.341, -5.048, -0.330], [-2.253, -3.968, -0.671], [-3.878, -0.021, -1.051], [-3.288, 2.109, -1.079], [-0.231, 4.824, -0.638], [1.342, 2.995, -0.041], [-4.967, -1.258, -2.829], [-7.156, -2.283, -3.317], [-6.692, -5.103, -0.372], [-4.495, -4.199, 0.291], [1.395, -1.351, 3.643], [0.784, 0.056, 2.473], [-1.012, 0.438, 3.067], [1.815, 1.636, 2.888], [1.562, 2.386, 4.030], [2.290, 3.544, 4.272], [3.269, 3.951, 3.376], [3.536, 3.198, 2.240], [2.809, 2.040, 1.989], [3.175, 0.892, 0.472], [3.897, 1.960, -0.954], [4.695, -0.117, 1.126], [1.348, -1.008, 4.675], [2.422, -1.618, 3.399], [0.755, -2.224, 3.522], [-1.052, 0.491, 4.153], [-1.673, -0.359, 2.727], [-1.337, 1.388, 2.646], [0.798, 2.083, 4.736], [2.089, 4.130, 5.158], [3.830, 4.857, 3.563], [4.308, 3.525, 1.554], [4.778, 2.492, -0.601], [3.141, 2.642, -1.344], [4.182, 1.281, -1.756], [5.344, 0.573, 1.662], [5.248, -0.548, 0.292], [4.379, -0.901, 1.812], [-0.112, 3.308, -4.750], [0.474, 2.581, -3.784], [1.294, 3.054, -2.994], [0.039, 1.175, -3.657], [-1.135, 0.663, -4.266], [-2.113, 0.300, -4.756], [0.726, 0.428, -2.767], [1.329, -0.182, -1.960], [0.176, 4.264, -4.873], [-0.727, 2.894, -5.430]]}